(1)
The ion C4H9IN3O2 with charge +1. Source: the OMol25 dataset; level of theory: ωB97M-V/def2-TZVPD.

Geometry (Å):
1 C -1.033 -0.978 1.019
2 C -0.663 0.152 -1.061
3 C -0.298 0.307 0.441
4 C 2.042 1.171 0.472
5 N -1.981 -1.362 0.118
6 N -1.888 -0.600 -1.092
7 N 1.189 0.010 0.605
8 O -0.816 -1.544 2.077
9 O 0.363 -0.682 -1.614
10 I -1.046 2.033 1.452
11 H -0.699 1.072 -1.485
12 H 1.882 1.642 -0.444
13 H 1.647 1.913 1.280
14 H 3.073 0.886 0.644
15 H -2.370 -2.265 0.142
16 H -2.781 -0.058 -1.394
17 H 1.455 -0.353 1.506
18 H 1.361 -0.744 -0.117
19 H 0.563 -0.600 -2.549

## Properties
- structure (SMILES) = C[NH2+][C@]1(I)C(=O)NN[C@@H]1O
- Kohn-Sham gap (eV) = 9.3
- energy above the lowest of the compared OMol25 structures with the same formula, charge and spin (kcal per mole) = 0.0
- LUMO energy (eV) = -3.9135
- net charge = +1

(2)
A structure of composition C22H18AuFN3O5S2. Source: the OMol25 dataset; level of theory: ωB97M-V/def2-TZVPD.

Geometry (Å):
1 Au -0.194 -0.510 -0.155
2 S 0.276 -4.025 -2.894
3 C -1.365 -4.029 -2.424
4 C -1.700 -2.970 -1.629
5 C -0.577 -2.141 -1.414
6 C 0.559 -2.573 -2.026
7 C 1.811 -1.860 -1.879
8 C 3.020 -2.188 -2.484
9 C 4.129 -1.399 -2.256
10 C 4.034 -0.288 -1.424
11 C 2.819 -0.007 -0.843
12 N 1.753 -0.776 -1.077
13 H -2.013 -4.822 -2.764
14 H -2.692 -2.803 -1.237
15 H 3.074 -3.057 -3.125
16 H 5.072 -1.647 -2.724
17 H 4.884 0.348 -1.224
18 H 2.675 0.834 -0.177
19 F 2.351 2.821 5.255
20 C 1.313 1.984 5.165
21 C 1.462 0.740 4.726
22 N 0.396 -0.138 4.625
23 C 0.529 -1.328 3.816
24 C 0.314 -0.976 2.361
25 O 0.406 -1.896 1.475
26 O 0.042 0.201 2.035
27 C -0.895 0.250 4.950
28 O -1.852 -0.473 4.793
29 N -0.998 1.543 5.422
30 C 0.002 2.512 5.525
31 O -0.239 3.648 5.848
32 H 2.432 0.365 4.428
33 H -0.222 -2.059 4.107
34 H 1.516 -1.769 3.948
35 H -1.933 1.842 5.663
36 C -2.000 3.622 -1.492
37 S -1.686 2.405 -0.237
38 O -1.289 1.168 -1.076
39 C -0.213 3.050 0.500
40 C 0.956 3.182 -0.242
41 C 2.087 3.678 0.386
42 C 2.040 4.033 1.733
43 C 0.869 3.889 2.462
44 C -0.269 3.385 1.845
45 H -1.098 3.794 -2.075
46 H -2.326 4.533 -0.990
47 H -2.800 3.226 -2.115
48 H 0.982 2.898 -1.288
49 H 3.003 3.807 -0.177
50 H 2.923 4.432 2.213
51 H 0.838 4.168 3.507
52 H -1.189 3.255 2.404

## Properties
- <S²> = 2.012
- multiplicity = 3
- Kohn-Sham gap (alpha / beta) (eV) = 8.3 / 5.6
- energy above the lowest of the compared OMol25 structures with the same formula, charge and spin (kcal per mole) = 0.0
- LUMO energy (alpha / beta) (eV) = -3.2790 / -5.9992
- net charge = +1

(3)
A structure of composition C43H42N2O2SSb2Ti. Source: the OMol25 dataset; level of theory: ωB97M-V/def2-TZVPD.

Geometry (Å):
1 Ti -0.873 1.142 -0.261
2 C 0.242 -1.316 -1.531
3 C 1.657 -0.932 -2.004
4 C 2.012 0.517 -1.662
5 Sb 2.027 0.921 0.477
6 C 3.555 -0.484 0.873
7 C 4.724 -0.395 0.116
8 C 5.749 -1.309 0.313
9 C 5.619 -2.308 1.271
10 C 4.471 -2.386 2.041
11 C 3.439 -1.474 1.843
12 C 3.282 2.625 0.498
13 C 3.665 3.118 1.746
14 C 4.454 4.257 1.842
15 C 4.859 4.917 0.689
16 C 4.484 4.431 -0.556
17 C 3.699 3.286 -0.653
18 Sb 0.201 -2.177 0.485
19 C -1.559 -3.354 0.411
20 C -2.145 -3.716 1.623
21 C -3.258 -4.549 1.647
22 C -3.799 -5.018 0.458
23 C -3.221 -4.662 -0.753
24 C -2.105 -3.836 -0.775
25 C 1.443 -3.844 0.002
26 C 1.883 -4.622 1.073
27 C 2.624 -5.777 0.860
28 C 2.944 -6.164 -0.434
29 C 2.514 -5.399 -1.508
30 C 1.766 -4.247 -1.291
31 H -0.268 -2.015 -2.191
32 H -0.389 -0.412 -1.596
33 H 1.734 -1.059 -3.087
34 H 2.401 -1.602 -1.569
35 H 1.319 1.202 -2.163
36 H 3.008 0.780 -2.017
37 H 4.854 0.392 -0.619
38 H 6.652 -1.239 -0.279
39 H 6.418 -3.023 1.420
40 H 4.370 -3.158 2.792
41 H 2.545 -1.548 2.451
42 H 3.359 2.617 2.658
43 H 4.752 4.626 2.815
44 H 5.474 5.805 0.759
45 H 4.808 4.939 -1.455
46 H 3.414 2.932 -1.636
47 H -1.745 -3.350 2.563
48 H -3.704 -4.828 2.594
49 H -4.667 -5.664 0.474
50 H -3.638 -5.033 -1.681
51 H -1.661 -3.593 -1.734
52 H 1.645 -4.338 2.095
53 H 2.949 -6.374 1.703
54 H 3.524 -7.062 -0.604
55 H 2.756 -5.702 -2.520
56 H 1.430 -3.681 -2.153
57 S 0.755 5.499 -1.703
58 C 0.772 5.411 0.001
59 C 0.552 4.139 0.394
60 N 0.361 3.235 -0.637
61 C 0.421 3.854 -1.791
62 H 0.950 6.277 0.617
63 H 0.513 3.795 1.416
64 H 0.276 3.357 -2.740
65 C -2.061 0.075 2.606
66 C -2.812 -0.319 1.374
67 C -4.069 -0.806 1.268
68 C -4.355 -0.977 -0.127
69 C -3.263 -0.595 -0.832
70 C -3.074 -0.628 -2.311
71 N -2.265 -0.172 0.078
72 H -2.164 -0.686 3.381
73 H -2.411 1.023 3.015
74 H -0.987 0.179 2.426
75 H -4.723 -1.037 2.096
76 H -5.270 -1.356 -0.559
77 H -4.045 -0.576 -2.801
78 H -2.593 -1.554 -2.639
79 H -2.483 0.207 -2.691
80 O -2.090 2.249 -1.379
81 C -2.572 2.726 -0.289
82 O -1.904 2.474 0.774
83 C -3.823 3.489 -0.268
84 C -4.292 4.012 0.931
85 C -5.481 4.724 0.938
86 C -6.186 4.901 -0.247
87 C -5.715 4.372 -1.443
88 C -4.527 3.662 -1.455
89 H -3.729 3.853 1.841
90 H -5.861 5.136 1.863
91 H -7.116 5.455 -0.239
92 H -6.276 4.511 -2.358
93 H -4.143 3.234 -2.371

## Properties
- <S²> = 0.754
- multiplicity = 2
- Kohn-Sham gap (alpha / beta) (eV) = 6.8 / 7.1
- energy above the lowest of the compared OMol25 structures with the same formula, charge and spin (kcal per mole) = 11.5
- LUMO energy (alpha / beta) (eV) = -3.0852 / -2.7647
- net charge = +1

(4)
A cluster of 2 separate species, C4H4O2 in total. Source: the OMol25 dataset; level of theory: ωB97M-V/def2-TZVPD.

Geometry (Å):
1 C 2.845 0.358 -0.085
2 C -1.358 -0.183 -0.642
3 C -1.199 -0.783 0.675
4 C -0.769 0.460 0.500
5 O 2.070 -0.488 -0.055
6 O 3.586 1.239 -0.069
7 H -0.736 -0.607 -1.451
8 H -2.353 0.185 -1.002
9 H -1.489 -1.615 1.320
10 H -0.596 1.434 0.808

## Properties
- structure (SMILES) = C1=CC1.O=C=O
- Kohn-Sham gap (eV) = 9.6
- energy above the lowest of the compared OMol25 structures with the same formula, charge and spin (kcal per mole) = 40.4
- LUMO energy (eV) = 0.6016
- net charge = 0

(5)
A structure of composition C13H12Br4NO6PdSbSe4. Source: the OMol25 dataset; level of theory: ωB97M-V/def2-TZVPD.

Geometry (Å):
1 Pd -0.857 -0.951 -1.271
2 Br -4.976 5.303 -0.737
3 C -3.533 4.099 -0.508
4 C -2.585 4.327 0.534
5 Br -2.759 5.867 1.621
6 C -1.560 3.447 0.742
7 Br -0.282 3.679 2.113
8 C -1.380 2.252 -0.049
9 O -0.498 1.418 0.186
10 C -2.313 2.061 -1.204
11 O -2.153 1.129 -1.996
12 C -3.405 3.015 -1.330
13 Br -4.602 2.640 -2.730
14 Se -2.686 -5.517 0.237
15 Sb -1.151 -3.503 -0.437
16 Se -2.191 -1.588 0.779
17 Se -2.323 -2.129 -3.028
18 Se 0.800 -4.258 0.917
19 O 3.348 0.541 -0.599
20 C 2.405 -0.195 -0.320
21 O 1.505 -0.672 -1.050
22 C 2.321 -0.689 1.150
23 N 0.889 -0.960 1.534
24 C 0.602 -0.301 2.834
25 C 1.979 -0.111 3.454
26 C 2.854 0.221 2.245
27 H 2.808 -1.670 1.156
28 H 0.722 -1.989 1.543
29 H 0.258 -0.607 0.803
30 H -0.098 -0.911 3.399
31 H 0.134 0.657 2.597
32 H 2.313 -1.042 3.918
33 H 1.973 0.666 4.217
34 H 3.912 0.045 2.424
35 H 2.738 1.262 1.936
36 C 1.734 -2.592 -3.551
37 O 0.345 -2.823 -3.284
38 C -0.454 -1.741 -3.460
39 O -0.058 -0.719 -3.959
40 H 2.254 -3.444 -3.119
41 H 2.066 -1.671 -3.076
42 H 1.903 -2.548 -4.629

## Properties
- <S²> = 6.052
- multiplicity = 5
- Kohn-Sham gap (alpha / beta) (eV) = 5.5 / 5.5
- LUMO energy (alpha / beta) (eV) = 3.6964 / 3.1195
- net charge = -2

(6)
A cluster of 3 separate species, C31H50ClN3O6S in total. Source: the OMol25 dataset; level of theory: ωB97M-V/def2-TZVPD.

Geometry (Å):
1 C 4.878 -3.843 3.079
2 C 3.373 -3.905 2.377
3 C 3.379 -4.950 1.098
4 C 2.143 -6.023 1.187
5 N 1.207 -6.026 -0.001
6 C 0.425 -4.738 -0.142
7 C 0.395 -3.920 -1.565
8 C 1.182 -4.327 -2.944
9 Cl 1.268 -6.144 -3.298
10 C 2.627 -3.551 -2.925
11 C 3.786 -4.223 -3.872
12 C -0.489 -2.502 -1.627
13 C -1.306 -1.922 -0.329
14 C -2.115 -0.469 -0.486
15 C -3.089 -0.079 -1.749
16 C -3.761 1.451 -1.700
17 C -3.465 2.530 -0.475
18 C -2.488 2.108 0.813
19 C -1.828 0.608 0.761
20 C -1.349 -2.677 1.128
21 N -2.056 -2.288 2.433
22 S -1.653 -3.581 3.585
23 N -0.670 -4.612 2.521
24 C -0.464 -4.080 1.109
25 H 5.704 -4.024 2.253
26 H 4.910 -4.680 3.924
27 H 5.033 -2.756 3.513
28 H 2.635 -4.228 3.248
29 H 3.045 -2.820 2.057
30 H 4.410 -5.548 1.179
31 H 3.358 -4.431 0.050
32 H 1.629 -5.876 2.228
33 H 2.637 -7.109 1.220
34 H 0.510 -6.801 0.176
35 H 0.558 -3.842 -3.838
36 H 2.426 -2.463 -3.374
37 H 2.997 -3.347 -1.810
38 H 3.366 -4.862 -4.764
39 H 4.369 -3.314 -4.379
40 H 4.617 -4.812 -3.249
41 H -0.542 -1.878 -2.629
42 H -3.298 -0.826 -2.628
43 H -4.462 1.850 -2.580
44 H -3.916 3.621 -0.430
45 H -2.258 2.843 1.694
46 H -1.129 0.277 1.657
47 C -2.320 0.518 -6.606
48 O -1.338 1.289 -5.919
49 C -1.005 0.785 -4.631
50 C 0.503 0.522 -4.466
51 O 1.092 -0.442 -5.338
52 C 1.123 -0.139 -6.742
53 C 1.900 1.115 -7.165
54 O 1.298 2.309 -6.688
55 C 2.184 3.177 -5.994
56 H -3.308 0.938 -6.416
57 H -2.108 0.584 -7.678
58 H -2.291 -0.536 -6.323
59 H -1.561 -0.129 -4.398
60 H -1.305 1.544 -3.904
61 H 0.647 0.130 -3.456
62 H 1.070 1.450 -4.492
63 H 0.116 -0.133 -7.144
64 H 1.618 -0.999 -7.207
65 H 1.902 1.170 -8.256
66 H 2.938 1.027 -6.846
67 H 2.993 2.635 -5.495
68 H 1.609 3.699 -5.223
69 H 2.593 3.917 -6.683
70 C -2.509 7.039 7.720
71 O -2.425 5.618 7.646
72 C -3.621 4.992 7.198
73 C -3.396 4.090 5.970
74 O -2.912 4.719 4.784
75 C -1.594 5.288 4.823
76 C -0.431 4.328 5.111
77 O -0.487 3.794 6.425
78 C -0.396 2.376 6.487
79 H -2.794 7.334 8.731
80 H -1.516 7.446 7.501
81 H -3.208 7.451 6.990
82 H -4.402 5.726 6.973
83 H -3.983 4.371 8.021
84 H -4.370 3.672 5.704
85 H -2.779 3.231 6.220
86 H -1.575 6.141 5.491
87 H -1.433 5.699 3.819
88 H 0.506 4.884 5.029
89 H -0.407 3.545 4.353
90 H -0.798 1.893 5.592
91 H -0.989 2.038 7.342
92 H 0.642 2.078 6.644

## Properties
- structure (SMILES) = CCCCNc1c([C@H](Cl)CC)cc(-c2ccccc2)c2nsnc12.COCCOCCOC.COCCOCCOC
- Kohn-Sham gap (eV) = 6.4
- energy above the lowest of the compared OMol25 structures with the same formula, charge and spin (kcal per mole) = 485.9
- LUMO energy (eV) = -1.6287
- net charge = 0